1.
81
Properties=species:S:1:pos:R:3 method="wB97M-V/def2-TZVPD" relative_energy_kcal_mol=0.0 homo_lumo_gap_ev="5.859 / 4.418" e_tot_ev=-196928.71063 total_charge=+2 s_squared=2.03 multiplicity=3
N 5.23689 -1.64480 -5.12903
C 5.81372 -1.44985 -3.93924
C 5.15197 -0.82326 -2.87095
C 3.76844 -0.48101 -3.00125
C 3.20159 -0.67440 -4.30260
C 3.97839 -1.25412 -5.31349
C 2.95051 -0.08333 -1.85842
Pd 0.80084 0.59081 -0.22869
P -2.96591 -1.17667 2.15609
C 1.58137 -0.53181 -1.70530
C 1.23895 -1.93224 -1.24235
C 0.05329 -2.53486 -1.69494
C -0.41217 -3.72268 -1.10978
C 0.35543 -4.39760 -0.13659
C 1.50777 -3.75142 0.34843
C 1.99754 -2.59844 -0.28493
Br -0.23620 -5.97001 0.59430
H 3.40200 0.57395 -1.11947
H 0.96601 -0.26151 -2.57406
H 5.71347 -0.66403 -1.94905
H 2.19355 -0.36373 -4.55048
H 6.84851 -1.79892 -3.83857
H 3.57155 -1.42530 -6.31317
H -0.46518 -2.05599 -2.51679
H 2.97187 -2.20969 -0.00948
H -1.36669 -4.14558 -1.39742
H 2.02378 -4.15135 1.21668
P -0.60966 2.20881 -0.87025
C -2.40536 -2.75987 2.89338
C -3.51278 -3.81866 3.00236
H -2.05632 -2.50619 3.90599
H -1.54894 -3.13591 2.30682
H -3.10749 -4.73809 3.44306
H -4.31701 -3.46636 3.66019
H -3.95344 -4.07745 2.03152
C -3.05481 -1.58819 0.38587
C -4.52939 -1.63477 -0.05411
H -2.57136 -2.56587 0.24935
H -2.47682 -0.84194 -0.17750
H -4.60512 -1.81213 -1.13365
H -5.07571 -2.44118 0.45320
H -5.05004 -0.69561 0.17414
C -1.79261 0.08347 2.71067
C -2.32146 0.71185 4.01366
H -1.69921 0.83149 1.90818
H -0.81927 -0.40612 2.85365
H -1.93723 1.73154 4.13144
H -3.42052 0.76273 4.00345
H -2.01608 0.13030 4.88988
C -1.14959 3.30931 0.49865
C -1.47535 4.77318 0.18074
H -0.38175 3.23934 1.28492
H -2.05574 2.82511 0.89433
H -0.57647 5.39702 0.13185
H -2.03732 4.90120 -0.75556
H -2.10002 5.18071 0.98789
C -2.23132 1.65975 -1.50326
C -2.16863 0.93163 -2.83554
H -2.87208 2.55172 -1.56806
H -2.65632 1.02448 -0.71360
H -1.68669 1.54270 -3.60784
H -1.61865 -0.01389 -2.75415
H -3.18992 0.70413 -3.16366
C 0.06312 3.27925 -2.19289
C 1.41686 3.82799 -1.76686
H -0.64229 4.08685 -2.42364
H 0.14422 2.68078 -3.11096
H 1.98265 4.15786 -2.64440
H 1.31461 4.67269 -1.07630
H 2.00015 3.04647 -1.25727
Br 1.89550 4.31555 4.21233
C 2.14579 2.56642 3.48376
C 2.37601 1.48344 4.34347
C 2.29254 0.18838 3.81185
C 1.93404 0.03090 2.46654
N 1.68651 1.08763 1.68159
C 1.92394 2.34307 2.11753
H 2.55952 1.65910 5.39460
H 2.42429 -0.69152 4.42898
H 1.81619 -0.97120 2.02474
H 1.86553 3.17593 1.41947

=====

2.
72
Properties=species:S:1:pos:R:3 method="wB97M-V/def2-TZVPD" homo_lumo_gap_ev=7.863 e_tot_ev=-68977.39668 smiles="CCOc1c(F)c(S)c(S)c2c1C(=O)c1c(CCCF)cccc1C2=O.CC(C)=O.CC(C)=O.CC(C)=O"
C 2.15990 -3.90460 1.97382
C 3.12814 -3.51046 0.87956
O 2.34479 -3.25989 -0.30312
C 2.87732 -2.35451 -1.15914
C 4.13524 -2.54007 -1.72144
F 4.80112 -3.65086 -1.40328
C 4.72331 -1.62843 -2.59426
S 6.35396 -1.99013 -3.19785
C 4.03106 -0.44764 -2.92577
S 4.85690 0.75928 -3.93674
C 2.75041 -0.25172 -2.38180
C 2.18452 -1.19861 -1.51550
C 0.81194 -0.94009 -0.97224
O 0.07087 -1.85774 -0.73344
C 0.43349 0.47254 -0.78277
C -0.49316 0.89737 0.17869
C -1.19034 -0.07340 1.10974
C -2.46334 -0.61572 0.42713
C -2.75576 -2.08034 0.74194
F -4.11715 -2.24947 0.94525
C -0.82625 2.24661 0.27441
C -0.25588 3.17547 -0.59120
C 0.65513 2.75700 -1.54237
C 1.00806 1.42244 -1.64167
C 1.96350 0.97419 -2.68223
O 2.07692 1.58148 -3.71333
H 1.34231 -4.46533 1.53593
H 1.77022 -3.02132 2.47175
H 2.64124 -4.50861 2.73711
H 3.84046 -4.30730 0.68316
H 3.69249 -2.62138 1.15393
H 5.99881 -2.80814 -4.20072
H 4.04094 0.78020 -4.99621
H -1.44352 0.44016 2.03212
H -0.49977 -0.87867 1.33828
H -3.29160 0.02961 0.70525
H -2.33591 -0.51669 -0.64522
H -2.19956 -2.40154 1.62197
H -2.43528 -2.69652 -0.08885
H -1.55418 2.57188 0.99993
H -0.55532 4.20769 -0.50174
H 1.10236 3.47618 -2.21112
C -6.38946 1.61146 -1.78724
C -5.56345 2.17245 -0.65446
C -6.29813 2.94794 0.40693
O -4.36561 2.00309 -0.60514
H -5.74240 1.07701 -2.47918
H -7.13980 0.92348 -1.39502
H -6.89238 2.42051 -2.31924
H -7.04198 2.31717 0.88797
H -6.78880 3.81769 -0.03618
H -5.58920 3.28380 1.15866
C -7.49585 0.12027 4.72313
C -6.48831 0.13819 3.59848
C -5.57554 -1.05373 3.46996
O -6.41108 1.07332 2.83327
H -8.08341 1.03543 4.70152
H -8.16285 -0.73593 4.61267
H -6.98208 0.04770 5.68275
H -6.15772 -1.96427 3.32161
H -4.97330 -1.15749 4.37489
H -4.92296 -0.91369 2.61646
C 6.73180 2.30952 -0.56893
C 7.49478 1.02364 -0.77745
C 8.94889 1.14591 -1.16187
O 6.96426 -0.05463 -0.64748
H 5.70266 2.08115 -0.30048
H 7.19043 2.89120 0.23231
H 6.73835 2.90030 -1.48623
H 9.49787 1.68021 -0.38482
H 9.04095 1.69220 -2.10177
H 9.37596 0.15319 -1.28309

=====

3.
23
Properties=species:S:1:pos:R:3 method="wB97M-V/def2-TZVPD" relative_energy_kcal_mol=55.5 homo_lumo_gap_ev=8.676 e_tot_ev=-31515.96288 total_charge=+2
C 0.81362 -1.38333 0.77466
C 2.06542 0.69793 -0.48535
C -1.65351 0.76235 1.30903
C 0.52652 -0.25757 -2.14536
C -1.41258 -0.39235 0.32794
N 0.05886 -0.51145 0.16263
N 0.56203 -2.37395 1.58677
N 0.66222 0.39528 -0.82206
S 2.74775 -0.91663 0.07142
S 1.93548 1.88246 0.91391
H 2.49679 1.02403 -1.33515
H -0.84165 0.91192 2.04290
H -1.88884 1.81330 0.85790
H -2.47034 0.54754 1.90714
H 1.29117 -1.00014 -2.41980
H -0.23657 -0.96031 -2.30931
H 0.59898 0.45674 -2.85797
H -1.86840 -0.25061 -0.59807
H -1.86283 -1.21245 0.76375
H -0.33245 -2.81980 1.67034
H 1.29651 -2.99196 1.89073
H 0.15021 1.19983 -0.89629
H 3.17155 1.68029 1.44426

=====

4.
63
Properties=species:S:1:pos:R:3 method="wB97M-V/def2-TZVPD" homo_lumo_gap_ev=8.749 e_tot_ev=-47904.83287 smiles="O=C1c2ccccc2C(=O)c2ccccc21.O=C1c2ccccc2C(=O)c2ccccc21.COCC(=O)OC"
O 2.74564 -1.48752 0.97007
C 2.73604 -2.38681 0.14706
C 2.34045 -2.11874 -1.25457
C 1.99685 -0.82162 -1.63792
C 1.66240 -0.55357 -2.96043
C 1.67100 -1.57813 -3.90464
C 1.99598 -2.87491 -3.52246
C 2.32549 -3.14926 -2.19500
C 2.65259 -4.53644 -1.79412
O 2.58664 -5.44562 -2.60338
C 3.06735 -4.80087 -0.39785
C 3.41299 -6.09787 -0.01608
C 3.83572 -6.35031 1.28396
C 3.91537 -5.30963 2.20665
C 3.55804 -4.01860 1.83343
C 3.12784 -3.76188 0.53094
H 1.99363 -0.01844 -0.90814
H 1.39965 0.45713 -3.25786
H 1.42195 -1.36560 -4.93922
H 1.99596 -3.66980 -4.26129
H 3.35760 -6.91175 -0.73173
H 4.10787 -7.35884 1.57784
H 4.25456 -5.50593 3.21859
H 3.61948 -3.21316 2.55822
O -5.53214 3.98835 -2.01724
C -4.35898 3.77137 -2.26519
C -3.44764 4.88297 -2.62250
C -3.93425 6.19035 -2.65418
C -3.07665 7.24379 -2.94986
C -1.73118 6.99665 -3.21339
C -1.24679 5.69362 -3.19981
C -2.10545 4.63302 -2.91032
C -1.58432 3.24753 -2.91581
O -0.42440 3.02371 -3.22050
C -2.48986 2.13903 -2.53938
C -2.00072 0.83318 -2.50604
C -2.83298 -0.21165 -2.12168
C -4.15632 0.04414 -1.76888
C -4.65121 1.34321 -1.81483
C -3.81984 2.39374 -2.20559
H -4.98006 6.38965 -2.44441
H -3.45584 8.26034 -2.96966
H -1.05995 7.82079 -3.43170
H -0.19885 5.50676 -3.41096
H -0.96978 0.62829 -2.77496
H -2.44907 -1.22639 -2.09263
H -4.80308 -0.77058 -1.45976
H -5.68390 1.53507 -1.54179
C -0.39022 -0.55159 3.81647
O 0.22653 -1.43643 4.80035
C 1.55897 -1.01194 5.15896
C 1.60722 0.10598 6.31698
O 2.62987 0.83821 6.32661
O 0.61461 0.26284 7.31688
C -0.60983 0.83624 6.78980
H -1.45078 -0.33123 4.21982
H -0.51395 -1.11542 2.83451
H 0.11985 0.46378 3.72002
H 2.18467 -0.67252 4.26430
H 2.08409 -1.93765 5.60794
H -1.43861 0.06460 6.62733
H -1.03372 1.62568 7.50023
H -0.37653 1.38069 5.80879